[1]
125
Properties=species:S:1:pos:R:3 method="wB97M-V/def2-TZVPD" total_charge=0 e_lumo_ev="0.6001 / 0.5923" homo_ev="-6.993 / -7.406" e_above_lowest_kj_mol=165.3 homo_lumo_gap_ev="7.593 / 7.998" multiplicity=6
C -4.56623 7.13068 5.39984
H -11.23459 9.43250 8.93059
H -1.76916 6.94459 8.42865
O -4.49940 10.93589 8.59094
H -7.51301 9.88156 11.14937
H -2.71157 8.67864 7.01491
N 0.42510 13.87652 6.26272
C -5.35393 10.99557 9.75616
H -6.15699 6.72611 0.85502
H -9.35831 10.44069 4.20231
H -9.57201 7.62482 8.84312
H -6.85374 8.29284 0.46557
H -2.63624 11.37651 8.05782
H -10.10957 10.84744 7.46806
O -4.46852 7.98356 8.87435
C -3.68926 7.06820 9.64991
C -3.60569 8.33695 5.16998
H -2.61448 9.85799 5.95427
H -10.23376 8.85205 2.82884
H -4.00443 6.44088 6.02965
H -10.53419 5.03336 7.68339
N -7.05696 6.75015 10.47415
H -7.97656 4.21115 12.42123
O -6.79387 3.08994 10.10682
C -6.77935 12.34454 4.08846
H -6.86617 11.59306 3.30369
C -10.89110 5.34158 8.66611
H -8.92074 5.12276 11.33931
C -1.34065 12.67279 5.11175
H -5.30202 11.98587 10.20860
C -10.89997 9.02594 7.97621
C -2.61874 6.35724 8.77697
H -0.68599 13.07692 4.33961
C -9.80394 8.19997 3.58920
H -6.24113 1.26533 9.31122
H -2.36645 6.97176 11.48605
C -5.64626 13.15152 6.24097
H -6.13451 5.68505 7.09821
H -4.82836 12.84072 6.89099
C -7.02300 5.40485 10.96302
N -7.08395 9.58113 8.57434
H -6.92072 7.27982 11.32325
C -7.00572 4.43282 9.79476
H -10.53058 8.16873 4.40106
O -11.42418 6.65766 8.52498
H -9.71392 9.64017 6.53607
H -2.93617 5.79959 7.89585
Mn -5.27886 9.34777 7.36121
H -2.20354 13.31911 5.27227
C 0.40719 9.21759 7.26406
H 1.31815 11.64707 7.19513
N -8.76082 9.93383 4.83966
H -3.81334 7.88353 11.66256
O -5.90020 10.69913 5.79046
H -0.34324 8.53994 7.67118
H -5.40372 8.26452 1.37500
H -7.06170 11.72005 8.72586
H -12.99224 8.53958 7.45826
H -5.40981 14.11064 5.78023
H -11.71191 4.74704 9.06722
H -4.85663 6.73056 4.42840
H -6.56326 13.26191 6.81978
H -10.03825 7.20818 7.19614
H -2.51797 8.59552 10.76148
C -8.03935 5.20386 11.97546
C -6.57012 6.43744 6.44075
C -12.13373 9.08537 7.06689
H -8.84751 10.84340 10.28144
O -0.31928 10.37107 6.92719
C -2.30392 8.01606 4.49311
N -9.85567 9.87074 7.50913
H 1.11820 9.36777 8.07647
H -8.11391 8.06088 5.01890
H -7.33929 2.15249 8.23061
H -8.15027 6.05586 12.64619
H -2.76187 10.97118 9.85316
H -10.07483 5.24103 9.38143
H 0.79602 13.85440 7.20189
H 0.99674 11.23420 5.49995
O -7.13242 7.60170 2.43145
H -8.02896 9.62842 8.22103
C -7.39546 8.87659 3.04217
H -5.63199 2.59912 8.54266
C -5.74250 11.99998 5.25851
O -5.71436 7.57585 6.11969
H -9.75681 7.15966 3.26726
C -3.02698 7.64930 10.94501
H -5.22606 10.23940 10.53075
C -6.34295 7.72696 1.24465
H -6.06129 5.25960 11.45507
C -0.36744 12.65471 6.36201
H -7.63590 11.67163 11.12781
H -4.22318 9.00675 4.57150
H -6.49050 13.31539 3.68583
C -3.18299 11.49263 8.99359
H -6.82114 5.84802 5.55889
H -2.49002 7.25746 3.73284
H -0.12019 14.72475 6.20554
H -7.45224 6.81097 6.96079
H -12.54210 10.07596 6.86667
C -6.85615 10.84634 9.34429
C -8.44343 8.68074 4.18506
C -6.56453 2.25556 8.99036
H -6.22042 4.74402 9.10589
H -2.20716 5.50958 9.32486
H -7.87110 10.39405 4.96885
C 0.53453 11.46040 6.46083
H -4.80164 11.96717 4.70915
H -6.15725 6.71295 10.01673
H -3.33303 12.56966 9.06855
H -4.34479 6.24709 9.94001
H -7.17209 8.75650 9.15081
H -0.89852 12.61567 7.31307
N -3.25145 9.15929 6.30950
H -1.64759 11.65512 4.87044
H -6.46787 9.27258 3.45552
C -10.41154 7.58293 8.14919
H -7.90557 4.49373 9.18266
C -7.79796 10.75431 10.56181
H 0.82344 8.76154 6.36580
H -11.87400 8.60861 6.12173
H -1.64498 7.53820 5.21806
H -1.88069 8.89294 4.00316
H -7.79082 12.47546 4.47300
H -7.69399 9.61137 2.29445

[2]
27
Properties=species:S:1:pos:R:3 method="wB97M-V/def2-TZVPD" total_charge=+1 e_lumo_ev="-3.6863 / -7.3760" homo_ev="-13.902 / -14.280" e_above_lowest_kj_mol=23.4 homo_lumo_gap_ev="10.216 / 6.904" multiplicity=2
C 0.16188 2.67846 1.56223
H -4.07645 -0.84979 -1.01446
O 1.99283 -1.91718 -0.92276
C -2.65683 -1.15782 0.58457
H 2.57291 0.61518 -1.79409
C -3.04799 -1.18247 -0.88361
H -2.60369 0.06678 -2.64125
H -1.16182 -0.45967 -1.77092
H 0.41845 3.59298 1.03014
H -2.85410 -2.15773 -1.32273
C 0.66442 0.22256 1.56401
C -2.20131 -0.14182 -1.65157
H 0.41328 2.71261 2.62362
H 2.51543 -1.79254 -1.72923
H -1.57150 -1.07677 0.65002
H 0.83771 -1.91850 1.29660
C 1.41729 1.57602 -0.33210
C 1.90345 0.46652 -0.95121
H 1.56718 2.53972 -0.81004
C 0.96617 -0.92123 0.90069
H -2.22015 0.82227 -1.12824
H -2.95977 -2.02881 1.16949
H -0.92240 2.54910 1.47839
C 0.75067 1.47730 0.91941
H 0.30529 0.11056 2.58096
H -2.99672 -0.22336 1.04459
C 1.61173 -0.79351 -0.37105

[3]
12
Properties=species:S:1:pos:R:3 method="wB97M-V/def2-TZVPD" total_charge=0 e_lumo_ev=1.0063 homo_ev=-10.159 e_above_lowest_kj_mol=309.2 homo_lumo_gap_ev=11.166
H 0.83974 1.97159 0.54061
N 1.40570 -0.11589 -1.09612
C -0.71923 -0.96070 0.27450
H -1.00159 -0.16873 -1.77420
H -0.55106 -1.97621 -0.06902
H -1.20660 -0.88930 1.24214
N 0.54183 1.08986 0.93809
C 0.27391 0.12895 -0.05118
C -1.04612 0.10892 -0.72865
H 1.21410 0.78239 1.63508
H -1.72475 0.90694 -0.45727
C 2.01485 -0.92566 -0.45690

[4]
120
Properties=species:S:1:pos:R:3 method="wB97M-V/def2-TZVPD" total_charge=0 e_lumo_ev=-0.0868 homo_ev=-7.903 e_above_lowest_kj_mol=220.3 homo_lumo_gap_ev=7.816
H 4.86489 1.15611 -4.59946
H -3.48073 1.42578 -2.98530
H -0.71274 -3.37665 -3.35023
H 1.64846 1.45770 6.15553
H 5.40424 2.07607 2.84405
H -2.41421 0.03129 0.47628
O -0.36345 1.89555 4.00976
C -0.87503 -0.88685 -0.72204
H -1.07522 0.57900 -4.01149
C 5.06849 -1.02193 3.27903
C 0.52814 -5.18687 -0.89031
H -2.75983 -0.91002 3.13010
H 2.02396 -3.72113 -3.41322
H 3.66461 -2.60301 0.58577
H -1.46465 -1.46400 -1.41891
C -0.68251 -0.37630 -4.35977
O -3.46688 4.15152 -0.50816
O 4.97934 -0.12317 -2.04568
H 0.61170 -5.78345 0.00608
H 7.32586 -3.69827 -2.13697
H 5.76750 -3.15611 -2.72610
C 0.08568 4.14906 5.51210
H -6.82623 -0.14084 -1.05956
H -0.31523 -2.36119 1.66184
H -3.05641 3.18369 3.05448
C -7.06087 0.74427 -1.65085
N 5.09300 1.11814 2.91882
H 3.79211 2.48626 -4.23771
H 2.74402 2.72426 5.71009
H -4.48249 -0.43548 3.56382
H -1.72709 3.58355 1.88081
S -1.95559 -1.60992 -4.80402
C -0.08946 -3.87428 -2.62202
H 1.18550 -1.47004 -1.19651
C 2.66856 -0.03938 -3.51705
H 3.60188 -2.65434 -1.16810
H 1.90983 0.64471 -3.89710
H 5.29852 -1.99045 3.69789
H -1.27984 4.96666 -1.55316
H 3.21937 -0.54008 -4.31329
H -3.47460 -3.35343 0.00259
H 3.13780 1.39133 2.17735
H -6.97992 1.58344 -0.95995
H 1.29644 -3.20383 1.51787
H 3.07263 -1.40751 2.44481
C 0.37280 -1.33862 3.93946
C -5.43801 3.61901 1.41862
C 2.08562 1.96189 5.29368
H -3.33772 -3.80742 1.73877
H -4.50601 2.04883 -1.78409
O -4.20092 -0.35489 0.62894
H 5.32153 2.39180 -3.34230
H -1.60294 -4.69568 -1.17957
C -0.41022 5.06864 -2.20236
C 0.47858 -0.93571 -0.57913
C 3.87593 0.65964 2.47095
C 4.52110 1.80710 -3.79565
C 4.27405 -2.55014 -0.31638
H 1.37527 2.71320 -0.09886
H -3.86628 -1.16280 -6.23255
C 0.60533 3.45741 -0.30241
C -2.78502 3.68234 2.12399
H -0.31586 -4.11948 1.71667
C 0.28460 -3.23329 1.92212
H 1.35778 -0.98811 3.63113
H 0.25154 5.78895 -1.72141
H -5.56137 2.94938 2.26978
H 2.16374 -0.89315 -3.06501
H 0.31275 -1.00463 4.97529
S -6.01983 0.89735 -3.13868
O -6.37608 2.21448 -3.70389
C 6.41985 -3.16297 -1.85289
S 0.77298 2.88922 4.37584
C -4.33469 1.14504 -2.36883
H 6.74208 -2.15254 -1.60131
O -1.22186 -3.28198 4.12013
H -3.77122 -2.05825 3.73735
C -3.81823 -1.16962 3.10787
C -0.42868 0.40026 0.93199
H -2.46666 -0.03262 -6.52655
S -3.83510 3.23277 0.66898
H -3.97700 0.42790 -1.63000
O -2.71074 -1.91293 -3.55726
S 3.85723 0.84964 -2.46751
H -0.09050 -0.21854 -5.26129
H -8.10113 0.63409 -1.95713
S 5.48048 -3.93491 -0.47051
H -0.09364 -0.77623 -3.53431
H 4.73611 -1.56389 -0.27247
C -0.57195 -4.67741 -1.50069
C 0.75897 -0.10930 0.48808
H -0.94447 4.30728 5.19295
H -0.35637 3.13674 0.09809
O 1.82404 3.66014 -2.74502
H -0.66935 5.33464 -3.22716
C 5.85385 0.09910 3.38930
N -1.44593 -0.18206 0.28386
H 6.75876 0.30518 3.94162
H 2.63358 1.37827 4.55393
O 4.84131 -5.12946 -1.13242
H 0.87179 4.46455 0.01816
C 3.87522 -0.70422 2.61099
H -2.27692 -2.65639 1.04276
H -6.29058 3.55942 0.74210
H -3.67635 0.15100 -5.20934
H 0.10494 3.73638 6.52078
S -4.45181 -1.63070 1.44038
C -3.31421 -2.99032 1.01774
C -3.07927 -0.55229 -5.78984
N 1.64463 -4.91391 -1.56772
S 0.42440 3.39134 -2.15821
H -5.55653 4.63833 1.78612
H 2.59719 -5.17617 -1.35808
H 1.66302 0.09479 1.04255
H 0.62495 5.09110 5.41291
H -0.64659 1.18351 1.64293
S 0.23491 -3.14986 3.75795
H -0.27608 -0.70092 3.33913
H -2.92741 4.70105 2.48460
C 1.30313 -4.11065 -2.70960

[5]
14
Properties=species:S:1:pos:R:3 method="wB97M-V/def2-TZVPD" total_charge=0 e_lumo_ev=0.5186 homo_ev=-8.715 e_above_lowest_kj_mol=422.7 homo_lumo_gap_ev=9.233 smiles="N[C@@]1(C=C=O)NNC1=O"
O -0.32590 2.12192 1.10000
H -2.27491 -0.44093 -0.61183
C 0.26522 -0.88009 1.85471
O 0.48217 -0.62641 2.96934
N 0.91818 0.05027 -1.16580
N -1.41564 -0.40514 -1.14198
C -0.13500 -1.33181 0.68240
H -0.43043 -2.35506 0.50382
H 1.66949 -0.62365 -1.02466
H 1.61392 2.04920 -0.90016
C -0.26801 -0.29455 -0.36015
C 0.15294 1.24141 0.44492
H -1.45302 0.24458 -1.91576
N 1.20098 1.25027 -0.43484

[6]
13
Properties=species:S:1:pos:R:3 method="wB97M-V/def2-TZVPD" total_charge=0 e_lumo_ev=0.7643 homo_ev=-10.020 e_above_lowest_kj_mol=251.9 homo_lumo_gap_ev=10.784 smiles="C#C[C@H](C=O)CO"
H -1.32589 -1.60460 -0.76066
H 0.74310 2.16320 -0.39776
C 2.51279 -0.64352 0.00187
C -0.06410 1.51486 -0.00489
H -0.14888 0.18183 -1.61805
H -0.52145 -1.53639 0.80802
O -2.21024 -0.36319 0.53151
C 1.38254 -0.35214 -0.29401
C -1.02797 -0.93027 0.04640
C 0.00152 0.08382 -0.53331
H -1.96233 0.34112 1.14921
O -0.87734 1.95726 0.77014
H 3.51700 -0.90236 0.25893